1.
20
Properties=species:S:1:pos:R:3:nbo_charge:R:1 method="wB97M-V/def2-TZVPD" charge=0 gap_ev=8.8 smiles="C=CNC.O.O.O" multiplicity=1
C -0.12 1.17 1.61 -0.53
C -0.39 0.93 0.33 0.01
N -1.54 0.23 -0.05 -0.65
C -1.93 0.44 -1.46 -0.41
H -0.72 0.84 2.47 0.19
H 0.76 1.74 1.88 0.21
H 0.33 1.24 -0.43 0.19
H -2.02 0.15 0.83 0.40
H -2.90 0.05 -1.78 0.22
H -1.95 1.51 -1.70 0.19
H -1.12 0.04 -2.06 0.18
O 2.43 4.00 0.36 -0.93
H 3.25 4.43 0.13 0.47
H 2.58 3.08 0.12 0.47
O -0.67 -2.67 -1.17 -0.95
H -0.74 -1.74 -1.42 0.47
H 0.15 -3.07 -1.48 0.48
O 1.77 -4.34 1.03 -0.94
H 1.96 -3.50 1.46 0.47
H 0.87 -4.55 1.32 0.47


2.
20
Properties=species:S:1:pos:R:3:nbo_charge:R:1 method="wB97M-V/def2-TZVPD" charge=0 gap_ev=10.9 smiles=CCNCO.O.O multiplicity=1
C 0.64 2.80 -0.41 -0.63
C 1.44 1.81 -1.34 -0.22
N 0.89 0.40 -1.53 -0.63
C 0.13 -0.14 -0.39 0.08
O -0.31 -1.48 -0.62 -0.75
H 1.19 3.66 -0.06 0.23
H 0.16 2.14 0.32 0.21
H -0.24 3.09 -1.02 0.20
H 1.49 2.35 -2.30 0.20
H 2.49 1.66 -1.07 0.20
H 0.07 0.53 -2.14 0.34
H -0.78 0.37 0.01 0.15
H 0.78 -0.15 0.48 0.16
H 0.13 -1.72 -1.47 0.49
O -1.38 -3.24 1.05 -0.99
H -0.84 -2.73 0.42 0.50
H -2.31 -3.21 0.81 0.47
O -1.09 -1.86 3.46 -0.95
H -0.79 -1.69 2.50 0.47
H -1.69 -2.60 3.30 0.47


3.
20
Properties=species:S:1:pos:R:3:nbo_charge:R:1 method="wB97M-V/def2-TZVPD" charge=0 gap_ev=8.4 smiles="C=CNC.O.O.O" multiplicity=1
C 2.27 0.13 1.47 -0.52
C 2.14 0.39 0.14 0.00
N 0.89 0.35 -0.62 -0.65
C 0.95 0.34 -2.08 -0.41
H 1.53 -0.39 2.04 0.19
H 3.18 0.61 2.12 0.21
H 3.03 0.65 -0.45 0.19
H 0.28 -0.46 -0.41 0.41
H 0.93 -0.69 -2.39 0.19
H 1.83 0.97 -2.33 0.19
H 0.08 0.80 -2.57 0.19
O -1.63 1.64 0.59 -1.00
H -2.03 1.92 -0.26 0.50
H -0.88 2.12 0.97 0.51
O -0.74 -2.17 0.03 -0.99
H -1.18 -2.97 -0.32 0.49
H -1.22 -1.81 0.84 0.50
O -3.23 -0.87 0.94 -0.97
H -2.59 -0.21 0.60 0.49
H -3.63 -0.34 1.68 0.47